ORCA calculation (ωB97M-V/def2-TZVPD) on a molecular structure, C41H41CrIN5O2PS2Te.

* lowest unoccupied orbital energy (spin up / spin down): 1.98 / 0.24 eV
* net charge: -1
* E_tot: -129506.6531 eV
* multiplicity: 6

```
95
Properties=species:S:1:pos:R:3:forces:R:3:lowdin_charge:R:1
Cr 1.080631 1.234555 0.873117 0.0 0.6 0.0 0.276
S 3.512839 5.891594 3.481106 0.0 -0.1 -0.1 0.154
P 2.933988 4.865347 1.906062 0.2 0.2 0.0 0.069
S 2.369438 2.962537 2.356413 -0.4 0.0 -0.2 0.404
C 1.629266 5.749415 0.993591 -0.1 0.0 0.1 -0.379
C 0.460403 5.124371 0.585267 0.0 0.2 -0.1 -0.088
C -0.530377 5.854742 -0.067342 0.0 0.0 0.0 -0.073
C -0.354482 7.209790 -0.301860 0.0 0.0 0.0 -0.099
C 0.816674 7.841430 0.111322 0.1 -0.1 0.0 -0.093
C 1.806401 7.114861 0.757740 -0.1 0.0 -0.1 -0.105
C 4.280616 4.729258 0.676129 0.0 -0.1 0.0 -0.384
C 5.607261 4.792336 1.098756 0.1 0.0 -0.2 -0.117
C 6.637864 4.576834 0.189312 -0.1 0.0 0.1 -0.097
C 6.345828 4.294231 -1.141011 0.0 0.0 0.0 -0.102
C 5.025210 4.230177 -1.562773 -0.1 0.0 0.0 -0.106
C 3.992854 4.447525 -0.656560 0.1 0.0 0.0 -0.136
H 0.316088 4.074418 0.774054 0.0 0.0 0.0 0.047
H -1.438619 5.353552 -0.386360 0.1 0.0 0.0 0.104
H -1.131521 7.780242 -0.801744 0.1 0.0 0.0 0.095
H 0.952030 8.903135 -0.063192 0.0 0.0 0.0 0.095
H 2.713813 7.598074 1.100885 0.0 0.0 0.0 0.090
H 5.811956 5.015608 2.140070 0.0 0.0 0.0 0.065
H 7.669714 4.630000 0.518568 0.0 0.0 0.0 0.094
H 7.149999 4.120174 -1.848858 -0.1 0.0 0.0 0.095
H 4.792320 3.991029 -2.594116 0.0 0.0 0.1 0.099
H 2.961384 4.377558 -0.984127 0.1 0.0 0.0 0.084
C -5.974688 -6.624809 0.976831 0.1 0.1 0.0 -0.055
C -4.951477 -5.516896 0.902886 -0.1 0.0 0.0 -0.271
C -5.318780 -4.212163 0.616782 0.0 0.0 0.0 -0.023
C -4.381182 -3.178660 0.565256 0.0 0.1 0.0 -0.315
C -4.885869 -1.785069 0.262147 0.1 -0.2 0.0 -0.078
C -3.028922 -3.455989 0.783501 0.0 0.0 0.2 -0.339
Te -1.513604 -1.801507 0.779441 0.3 -0.6 -0.2 1.698
N -0.439982 0.009031 -0.032588 -0.2 1.2 -0.2 -0.214
C -0.899133 1.139177 -0.529944 0.3 -0.5 0.2 -0.616
O -0.267167 2.224486 -0.199459 0.3 -0.5 0.2 -0.227
C -1.952483 1.334905 -1.575797 0.0 -0.1 0.1 -0.139
C -1.570443 2.028014 -2.722462 0.0 0.0 -0.1 -0.010
C -2.479728 2.216694 -3.753923 0.0 0.0 0.0 -0.075
C -3.780649 1.739815 -3.636802 0.0 0.0 0.0 -0.096
C -4.173074 1.085696 -2.476971 0.0 0.0 0.0 -0.086
C -3.257805 0.884213 -1.451304 0.1 0.0 0.0 -0.050
C -0.328008 -2.835764 -0.663858 0.0 0.1 -0.1 -0.359
C -0.853852 -3.185563 -1.914977 -0.1 0.0 0.1 -0.270
C -2.300596 -2.981684 -2.291491 0.1 -0.1 0.0 -0.048
C -0.001107 -3.751355 -2.860868 0.0 0.0 0.0 -0.015
C 1.343145 -3.963046 -2.606333 0.1 -0.1 0.0 -0.262
C 2.258913 -4.541195 -3.655760 0.0 0.1 0.1 -0.051
C 1.837585 -3.612053 -1.357385 0.0 -0.1 0.0 -0.011
C 1.028232 -3.054907 -0.375910 -0.1 0.0 0.1 -0.304
C 1.644811 -2.702866 0.951474 -0.1 0.0 -0.2 -0.071
C -2.642637 -4.769841 1.127081 0.0 0.1 0.0 -0.281
C -1.235214 -5.150749 1.530277 -0.2 0.1 0.0 -0.056
C -3.611299 -5.769442 1.167798 0.0 0.0 0.0 -0.024
H -6.953631 -6.276967 0.645892 0.0 0.0 0.0 0.070
H -6.073972 -6.990407 2.001635 0.0 0.0 0.0 0.080
H -5.682516 -7.472371 0.352841 0.0 0.0 0.0 0.077
H -6.365159 -3.980595 0.431900 0.1 0.0 0.0 0.113
H -5.941763 -1.696109 0.516524 0.0 0.0 0.0 0.080
H -4.775977 -1.556195 -0.801886 0.0 0.0 0.0 0.071
H -4.343708 -1.032233 0.834037 0.0 0.0 0.0 0.043
H -0.554234 2.399999 -2.795418 -0.1 0.0 0.0 0.115
H -2.171406 2.739081 -4.652541 0.0 0.0 0.0 0.101
H -4.488609 1.880525 -4.445926 0.0 0.0 0.0 0.097
H -5.192697 0.730713 -2.371027 0.1 0.0 0.0 0.100
H -3.558520 0.402896 -0.534994 0.0 -0.1 0.0 0.072
H -2.611348 -1.957465 -2.098039 -0.1 0.2 0.0 0.058
H -2.953130 -3.643745 -1.718160 0.0 0.0 -0.1 0.072
H -2.453149 -3.182012 -3.353552 0.0 0.0 0.1 0.080
H -0.405504 -4.015082 -3.834579 0.0 0.0 0.1 0.112
H 1.694911 -4.923829 -4.507517 0.0 0.0 0.0 0.070
H 2.858200 -5.356664 -3.245564 0.0 0.0 0.0 0.076
H 2.950366 -3.777545 -4.021367 0.0 0.0 0.0 0.083
H 2.890952 -3.766834 -1.139649 -0.1 0.0 0.0 0.121
H 2.654812 -3.106845 1.026582 0.0 0.0 0.0 0.085
H 1.057087 -3.084621 1.785240 -0.1 -0.1 0.1 0.059
H 1.711868 -1.624144 1.067329 0.0 -0.1 0.0 0.038
H -0.953905 -4.631422 2.451298 0.0 0.0 -0.1 0.083
H -0.509927 -4.896295 0.763108 0.1 0.0 -0.1 0.058
H -1.169517 -6.223101 1.716998 0.0 0.0 0.0 0.075
H -3.304964 -6.779739 1.431242 0.0 0.1 0.0 0.115
N 4.122423 -0.690865 3.116509 0.0 0.0 0.3 0.182
C 3.655667 0.184774 2.191602 1.5 0.8 -0.3 -0.634
O 2.469869 0.132435 1.885641 -1.7 -0.5 -0.3 -0.228
C 4.586121 1.107771 1.582431 0.2 0.0 0.2 0.080
I 2.577480 1.148285 -1.318708 0.0 -0.2 -0.4 0.399
H 3.405218 -1.161983 3.645821 0.0 0.0 0.0 0.118
H 4.955832 -0.442319 3.622456 0.0 -0.1 -0.1 0.106
H 5.618628 1.147338 1.917359 -0.2 0.0 0.0 0.073
H 4.268572 1.743332 0.766347 0.1 -0.2 0.2 -0.056
N -0.039446 1.154152 2.495477 -0.6 -0.4 0.3 0.030
C -0.618825 0.622163 3.361629 0.2 0.3 0.6 -0.337
N -1.294715 0.002371 4.242803 -0.3 -0.2 0.1 0.060
C -1.320752 0.148577 5.558545 0.2 0.2 -0.2 -0.409
N -1.417199 0.193710 6.715587 0.0 0.0 -0.4 0.066
```
Forces are in eV/Å.